The following is a DFT calculation (the ωB97M-V functional and the def2-TZVPD basis) of the ion C8H10ClN2O2S with charge -1 at a distorted geometry.

Element x y z (Å)
C: -1.574 -1.165 0.162
C: -2.759 -0.449 -1.833
C: -2.748 -1.077 -0.656
C: -4.006 -1.892 -0.076
C: -1.376 0.558 -3.395
C: 0.909 0.108 1.556
C: 0.238 2.122 -1.971
C: 0.584 -1.196 0.844
N: -1.664 0.200 -2.263
N: -0.386 -0.894 -0.169
O: -4.019 -3.100 -0.337
O: -4.789 -1.204 0.548
S: 0.128 1.518 -3.671
Cl: -2.198 0.321 -4.869
H: -1.803 -1.807 1.084
H: -3.592 -0.416 -2.490
H: 1.789 0.085 2.241
H: 1.343 0.664 0.687
H: -0.002 0.554 1.856
H: -0.623 2.821 -1.791
H: 1.227 2.658 -2.015
H: 0.461 1.216 -1.331
H: 1.482 -1.577 0.410
H: 0.008 -1.847 1.577

Properties
SMILES: CC/N=C/C(=C\N=C(/Cl)SC)C(=O)[O-]
molar mass: 233.70 g/mol
multiplicity: 1
orbital gap: 7.15 eV
total charge: -1
calculated total energy: -1429.202463 hartree
ΔE to the lowest compared entry with this formula, charge and spin: 6.2 kcal/mol
LUMO energy: 0.0979 Eh

The following is a DFT calculation (the ωB97M-V functional and the def2-TZVPD basis) of the molecule C8H10ClNO2Si at a distorted geometry.

Element x y z (Å)
C: 3.307 -0.393 0.673
C: 2.912 0.818 0.132
C: 2.500 -1.490 0.951
C: 1.568 0.879 -0.213
C: 1.185 -1.343 0.548
C: 0.671 -0.201 -0.034
C: -0.920 0.287 -2.570
C: -2.914 0.716 2.057
N: -3.261 0.597 0.878
O: -2.154 0.997 0.061
O: -4.258 0.175 0.321
Si: -1.062 -0.094 -0.752
Cl: -1.860 -1.964 -0.582
H: 4.431 -0.497 0.944
H: 3.626 1.624 -0.152
H: 2.892 -2.425 1.292
H: 1.091 1.896 -0.609
H: 0.392 -2.202 0.652
H: 0.117 0.520 -2.698
H: -1.209 -0.622 -3.222
H: -1.596 1.143 -2.765
H: -1.902 1.109 2.146
H: -3.557 0.470 2.944

Properties
SMILES: C=[N+]([O-])O[Si@](C)(Cl)c1ccccc1
molar mass: 215.71 g/mol
multiplicity: 1
orbital gap: 10.02 eV
calculated total energy: -1265.712906 hartree
ΔE to the lowest compared entry with this formula, charge and spin: 0.0 kcal/mol
LUMO energy: 0.0227 Eh

Look up the orbital gap of the second one.
10.02 eV